No. 1
A molecular structure, C43H40ClErN7O7S in a non-equilibrium geometry, computed with ωB97M-V/def2-TZVPD.

Output
2S+1: 4
HOMO-LUMO gap (spin up / spin down): 0.212 / 0.212 hartree
highest occupied orbital energy (spin up / spin down): -3.4 / -3.4 eV
energy relative to the best compared isomer or geometry (same formula, charge and spin): 0.0000 eV
expectation value of S²: 3.75
total charge: -1

Cartesian coordinates (Å):
Er (10.9665, 12.7081, 10.6968)
Cl (13.2694, 12.0242, 15.2093)
S (9.3840, 10.5929, 8.9561)
O (8.9695, 12.2126, 11.3355)
O (12.0239, 10.7975, 10.3570)
O (11.1665, 14.0059, 12.4949)
O (11.4118, 11.8388, 12.8531)
O (14.1504, 17.6661, 13.0688)
O (13.8102, 12.8636, 11.4150)
O (9.8130, 18.8110, 10.3904)
N (11.8378, 12.7638, 8.5598)
N (11.0419, 16.3977, 9.3926)
N (8.8696, 10.9042, 11.6172)
N (12.6689, 15.1357, 10.4245)
N (12.8268, 11.8091, 8.3965)
N (9.3483, 14.1785, 8.7140)
N (11.9783, 17.2428, 11.3659)
C (8.8855, 8.6451, 10.8619)
C (11.5803, 13.0391, 13.1969)
C (11.6195, 16.4698, 15.4966)
C (9.0111, 10.0197, 10.5509)
C (15.9730, 13.8962, 11.5395)
C (14.8718, 16.2889, 10.5852)
C (8.4176, 9.1748, 13.1874)
C (12.4909, 13.4014, 14.4216)
C (12.3346, 13.5739, 6.2884)
C (16.7641, 15.0093, 11.3689)
C (10.3776, 14.4080, 7.6498)
C (9.6333, 16.4718, 9.7052)
C (14.0060, 15.1909, 10.7803)
C (9.0254, 17.6578, 10.2016)
C (7.7150, 14.0407, 6.9863)
C (7.6888, 17.6509, 10.6154)
C (12.9907, 17.1334, 13.6180)
C (8.5026, 15.0288, 6.2951)
C (14.4033, 11.6382, 11.9526)
C (8.8331, 15.3132, 9.4680)
C (15.5886, 8.6182, 8.3246)
C (15.2985, 17.8131, 13.9033)
C (6.9235, 16.4986, 10.4460)
C (10.5144, 16.3450, 14.6824)
C (8.6069, 10.5217, 12.9104)
C (9.8348, 15.1548, 6.5610)
C (11.8496, 16.9843, 12.7653)
C (8.5820, 8.2503, 12.1428)
C (11.9644, 16.2440, 10.4071)
C (13.5358, 8.7259, 10.2083)
C (12.7793, 10.8757, 9.3212)
C (10.0695, 19.5708, 9.2029)
C (14.4108, 7.6657, 10.1823)
C (11.5481, 13.5784, 7.5678)
C (14.7020, 9.6910, 8.3069)
C (15.4382, 7.6063, 9.2489)
C (8.1961, 13.5197, 8.1334)
C (13.7038, 9.7539, 9.2613)
C (10.6184, 16.6053, 13.3151)
C (14.6045, 13.9864, 11.2883)
C (7.5021, 15.3209, 9.9636)
C (16.2201, 16.1909, 10.8974)
C (12.8637, 16.8118, 14.9769)
H (13.2799, 14.0639, 14.0300)
H (16.4042, 12.9397, 11.8662)
H (12.7210, 8.7607, 10.9327)
H (11.5336, 16.2506, 16.5582)
H (11.7122, 13.1729, 5.4689)
H (17.8321, 14.9622, 11.6024)
H (11.9169, 13.9412, 15.1998)
H (15.0939, 18.4351, 14.7855)
H (7.9927, 15.6803, 5.6001)
H (15.1293, 11.1996, 11.2556)
H (11.1180, 15.5887, 8.6833)
H (15.6785, 16.8355, 14.2362)
H (10.4661, 15.7938, 5.9230)
H (13.5668, 10.9445, 12.0840)
H (10.5711, 18.9514, 8.4410)
H (6.6819, 13.8384, 6.6773)
H (10.7585, 20.3822, 9.4914)
H (14.8460, 11.8056, 12.9540)
H (9.0044, 7.9413, 10.0413)
H (13.7282, 16.8705, 15.6605)
H (8.4461, 7.1918, 12.3589)
H (7.2716, 18.5603, 11.0580)
H (9.5452, 16.0580, 15.1128)
H (16.0798, 18.3107, 13.3015)
H (7.6741, 12.7967, 8.7578)
H (16.1325, 6.7739, 9.2579)
H (16.3786, 8.5585, 7.5764)
H (12.6693, 14.6002, 6.0190)
H (13.2128, 12.9265, 6.4334)
H (14.4636, 17.2256, 10.2029)
H (14.7772, 10.4918, 7.5688)
H (8.4793, 11.3241, 13.6311)
H (14.2977, 6.8421, 10.8761)
H (6.8895, 14.4093, 9.9520)
H (9.7703, 16.4300, 12.6512)
H (5.8573, 16.5062, 10.7020)
H (16.8721, 17.0634, 10.7895)
H (11.4237, 18.0575, 11.0511)
H (9.1252, 19.9966, 8.8009)
H (8.1713, 8.8385, 14.1964)

No. 2
A single C4H7NO molecule in a non-equilibrium geometry, computed with ωB97M-V/def2-TZVPD.

Output
2S+1: 1
HOMO-LUMO gap (spin up / spin down): 0.295 / 0.299 hartree
highest occupied orbital energy (spin up / spin down): -7.6 / -8.0 eV
energy relative to the best compared isomer or geometry (same formula, charge and spin): 5.6684 eV
total charge: 0

Cartesian coordinates (Å):
O (-0.7632, -0.3785, 0.4407)
N (1.0414, -1.8036, -2.2614)
C (0.2341, 0.6160, 0.2309)
C (0.2312, -1.6935, -1.3330)
C (-0.8168, -1.3684, -0.4812)
C (-0.1210, 1.8296, 1.0621)
H (1.2064, 0.1958, 0.5295)
H (0.2895, 0.8707, -0.8345)
H (-1.0432, 2.2891, 0.6950)
H (0.6844, 2.5686, 1.0054)
H (0.8684, -2.5450, -0.9265)
H (-1.5477, -2.1307, -0.2371)
H (-0.2636, 1.5500, 2.1100)

No. 3
A molecular structure, C26H46F5IrN4OPSSi3, computed with ωB97M-V/def2-TZVPD.

Output
2S+1: 1
HOMO-LUMO gap: 0.261 hartree
highest occupied orbital energy: -10.6 eV
total charge: +1

Cartesian coordinates (Å):
Ir (-0.4718, 0.0242, -0.1953)
S (0.3109, -0.2084, -2.2880)
P (2.3400, 2.3998, 0.4526)
Si (-1.4287, -3.3388, -0.2295)
Si (-2.3442, -1.1808, 1.8415)
Si (-3.2713, -1.0668, -1.1551)
F (3.2268, -3.0068, 0.8392)
F (4.4332, -2.8265, -3.7033)
F (1.1462, -1.3766, 0.3662)
F (4.8936, -3.7491, -1.1974)
F (2.3426, -1.1945, -4.1983)
O (1.1105, 1.5826, 0.1748)
N (2.0516, 3.7679, 1.3380)
N (3.4313, 1.4778, 1.2709)
N (3.0296, 2.9713, -0.9204)
N (-1.8831, 1.2961, -0.8172)
C (3.2441, 2.0425, -2.0248)
C (-2.5794, 3.5436, -1.1485)
C (-3.1678, 0.5037, 2.0570)
C (-4.0728, 1.7379, -1.5892)
C (3.7717, 4.2183, -1.0495)
C (-1.6258, 2.6155, -0.7937)
C (-3.0664, -1.6717, -2.9103)
C (-3.4649, -2.4651, 2.6119)
C (-5.0252, -1.4157, -0.5988)
C (3.6269, -2.4703, -2.7145)
C (4.8197, 1.9063, 1.3751)
C (-0.7896, -1.0512, 2.9008)
C (-3.0902, 0.8293, -1.2186)
C (2.0511, 3.6806, 2.7953)
C (-1.8783, -1.4934, 0.0131)
C (1.1060, 4.7528, 0.8294)
C (3.0250, -2.5699, -0.3999)
C (1.9705, -1.7274, -0.6866)
C (3.8661, -2.9458, -1.4315)
C (1.6872, -1.2383, -1.9440)
C (2.5543, -1.6328, -2.9587)
C (-3.0086, -4.3584, -0.3281)
C (3.0398, 0.5006, 2.2772)
C (-0.5292, -3.7359, -1.8425)
C (-0.4152, -4.0784, 1.1761)
C (-3.8295, 3.0991, -1.5508)
H (5.0061, 2.4682, 2.2967)
H (-5.1657, -2.4834, -0.4221)
H (-1.0166, -4.2173, 2.0772)
H (2.1883, 4.6804, 3.2080)
H (-5.7358, -1.1240, -1.3760)
H (0.3470, -4.3546, -1.6297)
H (-1.1916, -4.3297, -2.4758)
H (3.7016, 4.8062, -0.1393)
H (-2.4688, 1.3295, 1.8885)
H (-0.1786, -0.1715, 2.6607)
H (4.8278, 4.0140, -1.2497)
H (-2.0881, -1.4228, -3.3205)
H (0.0835, 4.5466, 1.1701)
H (-4.0326, 0.6686, 1.4135)
H (-2.3356, 4.5958, -1.1110)
H (-5.0374, 1.3615, -1.9038)
H (2.8235, 2.4407, -2.9501)
H (3.2497, 0.8624, 3.2891)
H (-3.6811, -2.1225, 3.6278)
H (-1.1139, -0.9252, 3.9379)
H (-3.5637, -4.1441, -1.2445)
H (2.7611, 1.0931, -1.8162)
H (-3.8311, -1.2019, -3.5346)
H (3.3797, 4.8038, -1.8844)
H (-0.0825, -5.0707, 0.8601)
H (-2.9991, -3.4473, 2.6874)
H (1.9781, 0.2885, 2.1989)
H (1.3833, 5.7441, 1.1918)
H (2.8721, 3.0592, 3.1429)
H (-5.2922, -0.8887, 0.3181)
H (-3.2000, -2.7518, -2.9877)
H (0.4712, -3.5132, 1.4608)
H (5.0931, 2.5307, 0.5278)
H (-4.5985, 3.8050, -1.8350)
H (5.4685, 1.0289, 1.3744)
H (-0.1503, -1.9317, 2.8530)
H (-4.4164, -2.5747, 2.0909)
H (1.1148, 4.7695, -0.2597)
H (-3.5098, 0.5872, 3.0922)
H (-2.6953, -5.4050, -0.3951)
H (-0.6255, 2.8850, -0.4918)
H (1.1108, 3.2755, 3.1863)
H (3.5949, -0.4282, 2.1313)
H (-3.6916, -4.2731, 0.5148)
H (-0.2041, -2.8791, -2.4266)
H (4.3144, 1.8686, -2.1716)

No. 4
A molecular structure, C38H31AsBrN2O5OsPSe, computed with ωB97M-V/def2-TZVPD.

Output
2S+1: 5
HOMO-LUMO gap (spin up / spin down): 0.247 / 0.250 hartree
highest occupied orbital energy (spin up / spin down): -7.0 / -8.2 eV
energy relative to the best compared isomer or geometry (same formula, charge and spin): 0.0000 eV
expectation value of S²: 6.02
total charge: 0

Cartesian coordinates (Å):
Os (0.1826, 2.4122, -1.0583)
Br (5.8080, 3.6799, 2.4671)
Se (1.3211, 1.8428, -2.9770)
As (-2.2074, -3.4582, -0.8664)
P (0.1199, 0.3141, 0.5287)
O (-2.7710, 0.5902, -3.5237)
O (-1.1556, 6.2873, 0.0540)
O (-4.5000, 5.5174, -3.9448)
O (-0.3576, 4.1881, 0.1311)
O (-1.3310, 1.0065, -1.8590)
N (1.9926, 2.9474, -0.0737)
N (-1.6315, 3.4623, -1.9237)
C (-1.0559, 5.1585, -0.3769)
C (4.1199, -0.4112, 0.6625)
C (-1.9260, -0.7504, 3.9079)
C (4.4199, -0.4515, 2.0183)
C (-1.1562, -4.2313, 0.5982)
C (3.0281, 3.2904, 2.0531)
C (-0.3829, -4.8847, -2.6540)
C (-0.0871, -2.7845, -4.4371)
C (-1.8475, 4.7247, -1.5965)
C (-2.3690, 1.5802, 3.4998)
C (-0.8624, -2.6204, -3.2975)
C (-0.9251, 0.3507, 2.0117)
C (-0.3085, -1.2623, -0.3145)
C (-1.1951, -4.8710, 2.9334)
C (1.7888, -0.0395, 1.1783)
C (3.1852, 3.1253, -0.6578)
C (0.2152, -4.4773, 0.5763)
C (0.1727, -5.1037, 2.9013)
C (-1.7949, -1.5771, -0.4233)
C (-1.8524, -4.4446, 1.7870)
C (-1.0029, -3.6668, -2.3860)
C (0.8745, -4.9118, 1.7192)
C (0.5479, -3.9936, -4.6841)
C (-2.8020, 5.4810, -2.2422)
C (-2.1621, 1.3426, -2.7868)
C (2.8149, -0.2028, 0.2445)
C (-2.5501, 0.4406, 4.2665)
C (4.3404, 3.3648, 0.0567)
C (-3.5524, 4.8626, -3.2421)
C (1.9231, 3.0639, 1.2619)
C (3.4069, -0.2915, 2.9515)
C (2.0980, -0.0858, 2.5355)
C (-3.3745, 3.5044, -3.5125)
C (0.3941, -5.0461, -3.7929)
C (-1.1159, -0.7964, 2.7869)
C (-1.5612, 1.5345, 2.3688)
C (4.2584, 3.4233, 1.4360)
C (-2.3991, 2.8391, -2.8076)
H (2.5918, -0.1474, -0.8167)
H (0.8757, -5.9968, -3.9852)
H (-1.7528, -5.0311, 3.8479)
H (-2.3217, -1.3985, 0.5154)
H (0.0159, -1.9613, -5.1327)
H (-2.9233, -4.2723, 1.8178)
H (0.7787, -4.3214, -0.3358)
H (1.3194, 0.0473, 3.2754)
H (3.6335, -0.3241, 4.0097)
H (0.9431, 2.9624, 1.7048)
H (0.1377, -1.1927, -1.3078)
H (-0.6364, -1.7302, 2.5104)
H (1.1540, -4.1182, -5.5725)
H (-1.4353, 2.4231, 1.7568)
H (-2.0738, -1.6443, 4.5006)
H (-2.2686, -0.9559, -1.1798)
H (1.9415, -5.0943, 1.6862)
H (3.2029, 3.0577, -1.7360)
H (0.2216, -2.0437, 0.2326)
H (2.9216, 3.3461, 3.1260)
H (-1.3616, -1.6697, -3.1372)
H (5.2797, 3.4875, -0.4614)
H (-3.1844, 0.4747, 5.1429)
H (-3.9979, 2.9817, -4.2236)
H (4.9049, -0.5363, -0.0727)
H (0.6887, -5.4403, 3.7914)
H (-0.5030, -5.7177, -1.9700)
H (-2.9617, 6.5086, -1.9406)
H (5.4400, -0.6080, 2.3450)
H (-2.8609, 2.5048, 3.7721)
H (-4.5440, 6.4375, -3.6609)

no.,calculated total energy (eV)
1,-120984.5764
2,-7793.9760
3,-95898.8633
4,-261110.7973